1.
Here is a structure of composition C14H14Br15F3O9 in a non-equilibrium geometry from the OMol25 dataset. Energies are from wB97M-V/def2-TZVPD.

```
! RIJCOSX wB97M-V def2-TZVPD def2/J DEFGRID3
* xyz 0 1
C 2.32655 3.01018 -2.01639
C 1.96775 4.36643 -2.59548
O 0.73781 4.67863 -2.00579
C 0.20526 3.64724 -1.35802
O -0.91422 3.60836 -0.96538
O 1.07189 2.57813 -1.38237
F 1.84629 4.41046 -3.96945
H 3.07003 3.16714 -1.16324
H 2.54092 2.28138 -2.75902
H 2.66047 5.20339 -2.46669
C 0.69794 -0.87158 -0.92277
C -0.47934 -0.17628 -1.62667
O -1.48392 -1.16832 -1.57459
C -1.02240 -2.34098 -1.08015
O -1.61779 -3.37195 -1.02506
O 0.25109 -2.19997 -0.74792
F -0.18817 0.03323 -2.90755
H 0.84877 -0.46466 0.06426
H 1.64321 -0.72636 -1.46323
H -0.83753 0.76204 -1.20235
C 1.13125 0.63256 4.82178
C 2.53287 0.01088 5.01009
O 2.85612 -0.29772 3.67949
C 1.78662 -0.17907 2.82579
O 1.90956 -0.51057 1.66228
O 0.79830 0.42561 3.50175
F 2.52482 -1.07012 5.77535
H 1.15215 1.65019 5.20245
H 0.44423 0.06368 5.42931
H 3.31606 0.77447 5.36182
C -1.28215 1.17544 -5.62070
Br -1.86000 1.13815 -7.50237
Br -2.60256 1.95103 -4.50553
Br 0.44543 2.07385 -5.51216
H -1.04613 0.15782 -5.34872
C -4.46500 -2.84983 -1.32097
Br -4.39308 -2.49575 -3.18108
Br -5.87449 -4.10095 -0.68529
Br -4.47304 -1.29940 -0.16003
H -3.54736 -3.41969 -1.09470
C 2.83192 -3.69737 0.39798
Br 3.24123 -3.30305 -1.53638
Br 4.47221 -4.01157 1.29527
Br 1.58332 -5.30512 0.42966
H 2.29206 -2.86040 0.79538
C -1.45748 -3.64244 2.52303
Br -0.53253 -4.15103 4.09314
Br -1.44262 -1.75251 2.19053
Br -3.31145 -4.31619 2.55673
H -0.91287 -4.11094 1.66638
C -1.84419 3.37209 1.94021
Br -2.97297 4.82493 2.59533
Br -2.75466 1.65622 2.22765
Br -0.11663 3.47312 2.83223
H -1.75352 3.56718 0.82221
*
```

F_max = 3.08 eV Å⁻¹
LUMO energy = -0.0148 hartree
Energy above the lowest of the compared OMol25 structures with the same formula, charge and spin = 0.000 eV
HOMO-LUMO gap = 9.371 eV

Charges per atom according to natural (NBO) partitioning, unit e: number 1, C, carries -0.137; number 2, C, carries 0.432; number 3, O, carries -0.473; number 4, C, carries 0.995; number 5, O, carries -0.592; number 6, O, carries -0.503; number 7, F, carries -0.341; number 8, H, carries 0.216; number 9, H, carries 0.237; number 10, H, carries 0.178; number 11, C, carries -0.157; number 12, C, carries 0.441; number 13, O, carries -0.499; number 14, C, carries 1.007; number 15, O, carries -0.609; number 16, O, carries -0.493; number 17, F, carries -0.345; number 18, H, carries 0.245; number 19, H, carries 0.216; number 20, H, carries 0.184; number 21, C, carries -0.134; number 22, C, carries 0.447; number 23, O, carries -0.504; number 24, C, carries 1.008; number 25, O, carries -0.610; number 26, O, carries -0.462; number 27, F, carries -0.316; number 28, H, carries 0.207; number 29, H, carries 0.216; number 30, H, carries 0.159; number 31, C, carries -0.485; number 32, Br, carries 0.066; number 33, Br, carries 0.131; number 34, Br, carries 0.059; number 35, H, carries 0.229; number 36, C, carries -0.505; number 37, Br, carries 0.114; number 38, Br, carries 0.037; number 39, Br, carries 0.073; number 40, H, carries 0.267; number 41, C, carries -0.428; number 42, Br, carries 0.035; number 43, Br, carries 0.131; number 44, Br, carries 0.045; number 45, H, carries 0.222; number 46, C, carries -0.522; number 47, Br, carries 0.106; number 48, Br, carries 0.080; number 49, Br, carries 0.079; number 50, H, carries 0.253; number 51, C, carries -0.499; number 52, Br, carries 0.072; number 53, Br, carries 0.080; number 54, Br, carries 0.059; number 55, H, carries 0.286



2.
Here is a structure of composition C17H14F5N2O5STe2V in a non-equilibrium geometry from the OMol25 dataset. Energies are from wB97M-V/def2-TZVPD.

```
! RIJCOSX wB97M-V def2-TZVPD def2/J DEFGRID3
* xyz -1 4
V -0.53297 -0.71389 0.69022
O 3.38261 -0.47388 -0.65704
C 2.29960 -0.63675 -0.21298
O 1.10859 -0.39139 -0.43794
C 2.23933 -1.68112 1.57595
O 3.26481 -2.23864 1.74223
O 1.12412 -1.41504 1.97183
C 0.81641 2.60740 -0.22956
Te -1.02759 1.95155 0.68931
C -0.17076 3.11119 2.29487
C 0.59199 4.22524 1.62801
C 0.82138 5.45964 2.22310
C 1.53429 6.44290 1.55047
C 2.02409 6.19198 0.27588
C 1.79913 4.95981 -0.32221
C 1.08202 3.97455 0.34498
H 0.72351 2.62430 -1.31348
H 1.61966 1.92546 0.03815
H 0.48824 2.46600 2.87755
H -0.95727 3.48675 2.94707
H 0.43126 5.65478 3.21535
H 1.69897 7.40634 2.01648
H 2.57463 6.95818 -0.25559
H 2.17646 4.76255 -1.31902
N -2.20053 -3.61830 1.47135
C -1.53236 -3.81293 0.32576
N -0.69841 -2.95383 -0.20184
C -0.09645 -3.51279 -1.33911
C 0.76380 -2.86599 -2.22346
C 1.27655 -3.56347 -3.30385
C 0.93063 -4.89246 -3.54126
C 0.02676 -5.53081 -2.71014
C -0.48022 -4.82676 -1.62881
S -1.66365 -5.35815 -0.47408
H -2.11192 -2.70588 1.92409
H -2.99254 -4.19584 1.68292
H 0.99325 -1.82403 -2.08911
H 1.94787 -3.05584 -3.98434
H 1.35067 -5.42131 -4.38666
H -0.28247 -6.54998 -2.90245
F -4.21785 -1.38639 -1.40479
Te -3.70557 -0.54287 0.26506
F -5.62780 -0.39832 0.56512
F -4.00574 1.04983 -0.68305
F -3.43400 0.83706 1.69955
F -1.53969 -1.21822 2.16975
O -1.81286 -0.31061 -0.56424
*
```

F_max = 1.60 eV Å⁻¹
LUMO energy (spin up / spin down) = 0.0855 / 0.0332 hartree
Energy above the lowest of the compared OMol25 structures with the same formula, charge and spin = 1.124 eV
HOMO-LUMO gap (spin up / spin down) = 8.096 / 6.828 eV

Charges per atom according to natural (NBO) partitioning, unit e: number 1, V, carries 1.290; number 2, O, carries -0.512; number 3, C, carries 0.796; number 4, O, carries -0.685; number 5, C, carries 0.850; number 6, O, carries -0.510; number 7, O, carries -0.621; number 8, C, carries -0.698; number 9, Te, carries 0.847; number 10, C, carries -0.691; number 11, C, carries -0.065; number 12, C, carries -0.196; number 13, C, carries -0.223; number 14, C, carries -0.218; number 15, C, carries -0.234; number 16, C, carries 0.062; number 17, H, carries 0.234; number 18, H, carries 0.217; number 19, H, carries 0.226; number 20, H, carries 0.233; number 21, H, carries 0.206; number 22, H, carries 0.205; number 23, H, carries 0.206; number 24, H, carries 0.208; number 25, N, carries -0.801; number 26, C, carries 0.315; number 27, N, carries -0.588; number 28, C, carries 0.221; number 29, C, carries -0.247; number 30, C, carries -0.193; number 31, C, carries -0.233; number 32, C, carries -0.214; number 33, C, carries -0.243; number 34, S, carries 0.341; number 35, H, carries 0.444; number 36, H, carries 0.395; number 37, H, carries 0.236; number 38, H, carries 0.211; number 39, H, carries 0.208; number 40, H, carries 0.213; number 41, F, carries -0.700; number 42, Te, carries 2.537; number 43, F, carries -0.705; number 44, F, carries -0.646; number 45, F, carries -0.720; number 46, F, carries -0.656; number 47, O, carries -1.101



3.
Here is the molecule C6H13NO in a non-equilibrium geometry from the OMol25 dataset. Energies are from wB97M-V/def2-TZVPD.

```
! RIJCOSX wB97M-V def2-TZVPD def2/J DEFGRID3
* xyz 0 1
C 1.73573 0.24804 0.58785
C 1.89117 0.91935 1.98596
C 0.43070 0.62201 -0.08767
N -0.58779 -0.34985 -0.05420
C -1.43407 -0.61936 -1.17423
C -0.89365 -0.36542 -2.59653
C -1.17898 -0.61550 1.25689
O 0.33096 1.55712 -0.85250
H 2.59135 0.65534 0.04523
H 1.84515 -0.83209 0.50462
H 1.00799 0.81354 2.61167
H 1.97567 1.97537 1.72602
H 2.74317 0.52936 2.52203
H -1.86771 -1.62302 -1.22019
H -2.32341 0.04011 -1.13343
H -0.39421 -1.26616 -2.97552
H -0.24521 0.50186 -2.65295
H -1.71607 -0.22090 -3.28980
H -0.41192 -0.49887 2.02446
H -1.59973 -1.61609 1.18854
H -1.89916 0.14515 1.58375
*
```

F_max = 3.04 eV Å⁻¹
LUMO energy = 0.0332 hartree
Energy above the lowest of the compared OMol25 structures with the same formula, charge and spin = 1.485 eV
HOMO-LUMO gap = 9.665 eV

Charges per atom according to natural (NBO) partitioning, unit e: number 1, C, carries -0.500; number 2, C, carries -0.594; number 3, C, carries 0.702; number 4, N, carries -0.486; number 5, C, carries -0.210; number 6, C, carries -0.619; number 7, C, carries -0.402; number 8, O, carries -0.581; number 9, H, carries 0.233; number 10, H, carries 0.221; number 11, H, carries 0.195; number 12, H, carries 0.218; number 13, H, carries 0.216; number 14, H, carries 0.199; number 15, H, carries 0.167; number 16, H, carries 0.196; number 17, H, carries 0.242; number 18, H, carries 0.213; number 19, H, carries 0.204; number 20, H, carries 0.204; number 21, H, carries 0.184



4.
Here is a structure of composition C41H43AsN6SV in a non-equilibrium geometry from the OMol25 dataset. Energies are from wB97M-V/def2-TZVPD.

```
! RIJCOSX wB97M-V def2-TZVPD def2/J DEFGRID3
* xyz 2 2
V 0.76589 -0.05667 0.07155
C 1.87801 2.52897 -0.67391
N 1.10067 1.94328 0.44722
C -0.24702 2.56541 0.58065
C -1.14270 1.96516 -0.48713
C -2.22776 2.61618 -1.00904
C -2.94486 2.00983 -2.03971
C -2.54182 0.78300 -2.51303
C -1.47330 0.15270 -1.90762
N -0.77484 0.72358 -0.90343
C 1.85856 1.87350 1.72735
C 1.08831 0.96156 2.67844
C 1.14335 1.10857 4.04645
C 0.32514 0.31595 4.83524
C -0.54231 -0.57864 4.22830
C -0.52736 -0.70833 2.85808
N 0.29540 0.03448 2.07870
C 2.67433 1.46611 -1.40139
C 3.87981 1.74942 -2.00518
C 4.50841 0.76745 -2.75197
C 3.89248 -0.46161 -2.90887
C 2.69434 -0.68023 -2.27230
N 2.08374 0.24586 -1.49470
H 2.52253 3.34138 -0.33912
H 1.17516 2.94141 -1.39493
H -0.20344 3.64922 0.48557
H -0.65552 2.33238 1.55770
H -2.50588 3.59288 -0.63152
H -3.80660 2.50986 -2.46931
H -3.06479 0.28920 -3.32326
H -1.14875 -0.82323 -2.22325
H 2.01268 2.85146 2.18524
H 2.84277 1.45362 1.51174
H 1.80216 1.84766 4.48763
H 0.34971 0.41322 5.91424
H -1.21822 -1.19062 4.81198
H -1.17729 -1.40459 2.34023
H 4.31661 2.73661 -1.90357
H 5.46448 0.96783 -3.21901
H 4.33641 -1.24784 -3.50643
H 2.19011 -1.62218 -2.37848
C 5.29025 -3.40719 0.23204
C 4.54942 -4.12040 -0.70562
C 3.18389 -3.88940 -0.85081
C 2.56005 -2.93392 -0.05928
C 3.30768 -2.21805 0.87852
C 4.66815 -2.45592 1.03217
As 0.64204 -2.54151 -0.10171
C 0.17225 -3.85339 1.25560
C 0.45285 -3.82091 2.61020
C 0.12428 -4.91490 3.40292
C -0.47962 -6.03111 2.82988
C -0.73479 -6.06697 1.46525
C -0.39540 -4.97986 0.66844
C -0.51551 -4.92661 -0.81245
C -1.01151 -5.93975 -1.62480
C -1.01092 -5.78829 -3.00751
C -0.53672 -4.61822 -3.59134
C -0.05787 -3.59617 -2.78270
C -0.03751 -3.76603 -1.41006
H 6.35189 -3.59871 0.34508
H 5.03482 -4.86748 -1.32165
H 2.61391 -4.45524 -1.57438
H 2.82225 -1.48876 1.52454
H 5.23852 -1.91733 1.78116
H 0.94514 -2.96891 3.05707
H 0.34679 -4.90254 4.46395
H -0.72887 -6.88700 3.44662
H -1.18526 -6.95252 1.02710
H -1.38923 -6.85819 -1.18772
H -1.37870 -6.59163 -3.63497
H -0.53687 -4.50681 -4.66808
H 0.28736 -2.67519 -3.23763
C -5.20174 -4.39138 1.66046
N -4.63975 -3.08088 1.29366
C -4.50336 -2.18715 2.43632
C -3.96604 -2.86695 0.13533
S -2.61682 -1.80719 0.06545
N -4.40572 -3.51009 -0.96852
C -3.56533 -3.68181 -2.14911
C -5.81629 -3.84288 -1.20758
H -4.79699 -4.66918 2.63499
H -4.90397 -5.15226 0.94906
H -6.28938 -4.37090 1.73963
H -5.44740 -2.18351 2.98136
H -4.27528 -1.18293 2.10390
H -3.70997 -2.53151 3.10692
H -2.52075 -3.58424 -1.88549
H -3.81856 -2.94077 -2.91426
H -3.74058 -4.67692 -2.56036
H -6.45738 -3.35597 -0.48302
H -5.99691 -4.91815 -1.19336
H -6.08313 -3.47093 -2.19751
*
```

F_max = 1.90 eV Å⁻¹
LUMO energy (spin up / spin down) = -0.1946 / -0.1922 hartree
HOMO-LUMO gap (spin up / spin down) = 7.100 / 6.574 eV

Charges per atom according to Löwdin partitioning, unit e: number 1, V, carries 0.586; number 2, C, carries -0.071; number 3, N, carries -0.255; number 4, C, carries -0.071; number 5, C, carries -0.228; number 6, C, carries 0.009; number 7, C, carries -0.012; number 8, C, carries -0.037; number 9, C, carries -0.165; number 10, N, carries -0.024; number 11, C, carries -0.079; number 12, C, carries -0.247; number 13, C, carries 0.007; number 14, C, carries -0.009; number 15, C, carries -0.024; number 16, C, carries -0.109; number 17, N, carries -0.005; number 18, C, carries -0.224; number 19, C, carries 0.010; number 20, C, carries -0.004; number 21, C, carries -0.010; number 22, C, carries -0.092; number 23, N, carries 0.013; number 24, H, carries 0.142; number 25, H, carries 0.147; number 26, H, carries 0.144; number 27, H, carries 0.135; number 28, H, carries 0.131; number 29, H, carries 0.128; number 30, H, carries 0.124; number 31, H, carries 0.079; number 32, H, carries 0.142; number 33, H, carries 0.139; number 34, H, carries 0.132; number 35, H, carries 0.128; number 36, H, carries 0.124; number 37, H, carries 0.051; number 38, H, carries 0.132; number 39, H, carries 0.130; number 40, H, carries 0.128; number 41, H, carries 0.082; number 42, C, carries -0.063; number 43, C, carries -0.056; number 44, C, carries -0.085; number 45, C, carries -0.379; number 46, C, carries -0.133; number 47, C, carries -0.067; number 48, As, carries 1.275; number 49, C, carries -0.299; number 50, C, carries -0.094; number 51, C, carries -0.061; number 52, C, carries -0.055; number 53, C, carries -0.008; number 54, C, carries -0.188; number 55, C, carries -0.201; number 56, C, carries -0.010; number 57, C, carries -0.061; number 58, C, carries -0.067; number 59, C, carries -0.111; number 60, C, carries -0.364; number 61, H, carries 0.114; number 62, H, carries 0.114; number 63, H, carries 0.106; number 64, H, carries 0.081; number 65, H, carries 0.111; number 66, H, carries 0.094; number 67, H, carries 0.111; number 68, H, carries 0.114; number 69, H, carries 0.114; number 70, H, carries 0.117; number 71, H, carries 0.118; number 72, H, carries 0.114; number 73, H, carries 0.096; number 74, C, carries -0.035; number 75, N, carries -0.200; number 76, C, carries -0.085; number 77, C, carries -0.687; number 78, S, carries 0.722; number 79, N, carries -0.189; number 80, C, carries -0.070; number 81, C, carries -0.032; number 82, H, carries 0.094; number 83, H, carries 0.087; number 84, H, carries 0.097; number 85, H, carries 0.097; number 86, H, carries 0.055; number 87, H, carries 0.087; number 88, H, carries 0.020; number 89, H, carries 0.100; number 90, H, carries 0.098; number 91, H, carries 0.091; number 92, H, carries 0.096; number 93, H, carries 0.096